# 1
One molecule with the formula C3H4F2, computed with ωB97M-V with the def2-TZVPD basis set.

```
9
C3H4F2 (ωB97M-V with the def2-TZVPD basis set)
C -0.63 1.01 -0.39
C -0.02 -0.40 -0.19
F -0.43 -1.37 -0.94
C 0.89 -0.91 0.66
F 1.28 -2.16 0.57
H -0.64 1.33 -1.33
H -1.67 1.11 -0.14
H -0.11 1.65 0.35
H 1.32 -0.25 1.40
```

For the molar mass, the calculation gives 78.06 g/mol. Its LUMO energy is 0.99 eV. The HOMO energy is -9.113 eV. Its structure (SMILES) is C/C(F)=C/F. The calculation puts the energy relative to the best compared isomer or geometry (same formula, charge and spin) at 22.8 kcal/mol. As for the total charge: 0. The gap between HOMO and LUMO is 10.1013 eV.

# 2
CH6N2 as an isolated structure, computed with ωB97M-V with the def2-TZVPD basis set.

```
9
CH6N2 (ωB97M-V with the def2-TZVPD basis set)
C 1.03 0.49 0.44
N -1.28 -0.61 -0.27
N -0.05 -0.60 -0.71
H 1.02 -0.10 1.41
H 1.95 0.69 -0.14
H 0.40 1.32 0.20
H -1.42 -1.40 0.33
H -1.50 0.23 0.27
H -0.14 -0.01 -1.54
```

For the molar mass, the calculation gives 46.07 g/mol. Its LUMO energy (spin up / spin down) is 1.17 / -1.38 eV. Its spin multiplicity is 3. The HOMO energy (spin up / spin down) is -4.939 / -9.699 eV. The calculation puts the energy relative to the best compared isomer or geometry (same formula, charge and spin) at 62.1 kcal/mol. As for the total charge: 0. The gap between HOMO and LUMO (spin up / spin down) is 6.1052 / 8.3241 eV.

# 3
A 2-piece molecular cluster, C6H6N overall, computed with ωB97M-V with the def2-TZVPD basis set.

```
13
C6H6N (ωB97M-V with the def2-TZVPD basis set)
C -4.28 0.63 -0.53
C -4.49 -0.39 0.33
C -0.17 1.70 0.74
C 1.73 0.59 -0.35
C -3.20 -0.18 -0.20
C 2.31 -0.69 0.14
N 0.75 1.17 0.20
H -4.84 1.52 -0.77
H -5.44 -0.80 0.80
H 1.94 1.04 -1.31
H 2.80 -1.36 -0.65
H 1.50 -1.16 0.50
H 3.04 -0.37 1.02
```

For the molar mass, the calculation gives 92.12 g/mol. Its LUMO energy (spin up / spin down) is -7.73 / -7.73 eV. The HOMO energy (spin up / spin down) is -11.934 / -11.935 eV. The calculation puts the energy relative to the best compared isomer or geometry (same formula, charge and spin) at 148.0 kcal/mol. As for the total charge: +1. The gap between HOMO and LUMO (spin up / spin down) is 4.2028 / 4.2035 eV.

# 4
One molecule with the formula C4H7Cl2P, computed with ωB97M-V with the def2-TZVPD basis set.

```
14
C4H7Cl2P (ωB97M-V with the def2-TZVPD basis set)
Cl -2.09 1.59 0.00
C -0.68 0.66 -0.77
C 0.55 1.60 -0.84
P 1.83 0.85 -0.05
Cl 3.18 -0.47 -0.71
C 0.80 -0.16 1.08
C -0.46 -0.55 0.16
H -1.20 0.37 -1.67
H 0.93 2.10 -1.74
H 2.79 1.82 0.51
H 0.61 0.65 1.89
H 1.37 -0.89 1.68
H -0.03 -1.34 -0.47
H -1.45 -0.82 0.62
```

For the molar mass, the calculation gives 156.98 g/mol. Its LUMO energy is 0.77 eV. The HOMO energy is -8.403 eV. Its structure (SMILES) is Cl[C@H]1C=[P@H](Cl)CC1. The calculation puts the energy relative to the best compared isomer or geometry (same formula, charge and spin) at 37.7 kcal/mol. As for the total charge: 0. The gap between HOMO and LUMO is 9.1783 eV.

# 5
C24H28ClN2O5Pd as an isolated structure, computed with ωB97M-V with the def2-TZVPD basis set.

```
61
C24H28ClN2O5Pd (ωB97M-V with the def2-TZVPD basis set)
Pd -0.28 -0.43 -0.01
O -0.78 -2.54 -0.63
C -0.06 -3.26 -1.67
C 1.30 -2.65 -1.88
C 2.38 -3.41 -2.20
C 3.68 -2.88 -2.18
C 3.85 -1.59 -1.62
C 2.79 -0.82 -1.32
N 1.47 -1.26 -1.63
H -1.68 -2.86 -0.61
H -0.66 -3.26 -2.58
H 0.07 -4.29 -1.35
H 2.23 -4.46 -2.40
H 4.53 -3.49 -2.46
H 4.84 -1.21 -1.41
H 2.87 0.17 -0.90
O 1.27 -1.65 1.24
C 0.66 -2.31 2.37
C 0.55 -1.41 3.58
C -0.07 -0.05 3.26
C -1.51 -0.17 2.85
C -2.54 -0.14 3.78
C -3.85 -0.28 3.36
C -4.12 -0.45 2.01
C -3.06 -0.46 1.13
N -1.79 -0.34 1.54
H 2.19 -1.46 1.45
H 1.21 -3.22 2.60
H -0.33 -2.62 2.02
H 1.54 -1.25 4.03
H -0.05 -1.93 4.33
H 0.49 0.44 2.46
H 0.00 0.61 4.13
H -2.30 0.01 4.82
H -4.66 -0.25 4.08
H -5.12 -0.54 1.64
H -3.21 -0.52 0.06
Cl 2.19 6.10 0.67
C 0.98 4.89 0.39
C -0.28 5.27 -0.03
C -1.25 4.30 -0.25
C -0.95 2.95 -0.09
C 0.33 2.61 0.33
C 1.30 3.56 0.59
C -2.00 1.92 -0.35
O -3.16 2.10 -0.02
O -1.61 0.84 -1.02
H -0.51 6.32 -0.18
H -2.25 4.58 -0.55
H 0.60 1.56 0.49
H 2.29 3.28 0.93
C 0.79 1.91 -3.33
O 1.35 0.85 -2.54
C 0.62 -0.26 -2.31
C -0.38 -0.71 -3.32
H 1.52 2.72 -3.28
H -0.16 2.24 -2.91
H 0.67 1.60 -4.36
H -0.88 0.16 -3.73
H -1.17 -1.31 -2.87
H 0.09 -1.27 -4.14
```

For the molar mass, the calculation gives 566.37 g/mol. Its LUMO energy (spin up / spin down) is -2.45 / -4.92 eV. Its spin multiplicity is 5. The HOMO energy (spin up / spin down) is -8.882 / -11.362 eV. The calculation puts the energy relative to the best compared isomer or geometry (same formula, charge and spin) at 0.0 kcal/mol. As for the total charge: +1. The gap between HOMO and LUMO (spin up / spin down) is 6.4339 / 6.4389 eV.

# 6
C55H43F3IrN5O3S5 as an isolated structure, computed with ωB97M-V with the def2-TZVPD basis set.

```
115
C55H43F3IrN5O3S5 (ωB97M-V with the def2-TZVPD basis set)
Ir -1.01 -0.69 -1.14
N -0.43 -1.40 0.68
S -0.31 -0.93 2.08
N 0.92 0.08 2.51
S 1.28 1.52 2.04
N 1.96 1.70 0.64
S 1.85 0.71 -0.66
N 0.68 0.50 -1.55
C 3.14 1.47 -1.64
C 3.53 2.79 -1.45
C 4.54 3.32 -2.24
C 5.17 2.54 -3.20
C 4.77 1.22 -3.38
C 3.75 0.69 -2.61
C 2.72 -0.77 -0.11
C 2.34 -2.02 -0.56
C 3.07 -3.13 -0.17
C 4.18 -2.98 0.64
C 4.57 -1.72 1.08
C 3.84 -0.60 0.71
C 0.33 2.99 2.40
C -0.34 3.12 3.61
C -0.97 4.32 3.89
C -0.92 5.37 2.98
C -0.25 5.22 1.78
C 0.37 4.02 1.48
C 2.60 1.88 3.19
C 2.83 1.08 4.30
C 3.74 1.48 5.26
C 4.45 2.67 5.11
C 4.22 3.46 3.99
C 3.30 3.07 3.03
C -1.61 -0.61 3.32
C -2.96 -0.81 3.11
C -3.85 -0.54 4.14
C -3.39 -0.09 5.37
C -2.02 0.04 5.59
C -1.13 -0.23 4.57
C 0.32 -2.42 2.88
C -0.61 -3.44 3.06
C -0.17 -4.69 3.46
C 1.19 -4.91 3.67
C 2.10 -3.89 3.49
C 1.66 -2.63 3.10
H 3.05 3.38 -0.69
H 4.84 4.36 -2.10
H 5.96 2.96 -3.80
H 5.25 0.61 -4.13
H 3.44 -0.34 -2.76
H 1.48 -2.11 -1.22
H 2.76 -4.11 -0.51
H 4.75 -3.85 0.94
H 5.43 -1.60 1.72
H 4.12 0.39 1.05
H -0.37 2.30 4.31
H -1.51 4.43 4.82
H -1.42 6.30 3.21
H -0.21 6.04 1.07
H 0.87 3.85 0.53
H 2.29 0.15 4.40
H 3.91 0.86 6.13
H 5.17 2.98 5.85
H 4.75 4.39 3.86
H 3.10 3.69 2.17
H -3.32 -1.12 2.14
H -4.91 -0.67 3.98
H -4.08 0.14 6.16
H -1.65 0.35 6.56
H -0.07 -0.15 4.72
H -1.66 -3.25 2.89
H -0.88 -5.49 3.60
H 1.53 -5.90 3.97
H 3.15 -4.06 3.65
H 2.36 -1.81 2.95
S -1.67 -5.18 -1.75
C -2.78 -4.59 -0.56
C -2.69 -3.23 -0.42
C -1.72 -2.64 -1.26
C -1.08 -3.57 -2.06
C -0.10 -3.24 -3.02
C 0.47 -4.11 -3.97
C 1.37 -3.63 -4.88
C 1.73 -2.26 -4.84
C 1.15 -1.45 -3.88
N 0.28 -1.92 -2.99
H -3.43 -5.28 -0.05
H -3.32 -2.68 0.27
H 0.16 -5.15 -3.97
H 1.81 -4.28 -5.62
H 2.44 -1.84 -5.54
H 1.40 -0.40 -3.78
F -7.99 0.83 -7.33
C -6.73 1.17 -7.67
F -6.47 0.57 -8.85
F -6.76 2.50 -7.92
C -5.73 0.83 -6.61
C -4.45 0.41 -6.95
C -3.53 0.15 -5.96
C -3.88 0.29 -4.61
C -5.16 0.73 -4.28
C -6.08 1.00 -5.28
C -2.95 -0.03 -3.58
C -2.15 -0.30 -2.71
H -4.19 0.30 -8.00
H -2.53 -0.19 -6.22
H -5.43 0.85 -3.24
H -7.08 1.35 -5.03
C -2.75 2.53 -0.87
S -2.42 1.40 0.48
O -2.98 1.99 1.68
O -3.01 0.12 0.13
O -0.94 1.29 0.54
H -3.81 2.49 -1.09
H -2.16 2.19 -1.72
H -2.44 3.51 -0.53
```

For the molar mass, the calculation gives 1231.53 g/mol. Its LUMO energy (spin up / spin down) is -0.52 / -1.46 eV. Its spin multiplicity is 5. The HOMO energy (spin up / spin down) is -3.448 / -6.424 eV. The calculation puts the energy relative to the best compared isomer or geometry (same formula, charge and spin) at 105.2 kcal/mol. As for the total charge: 0. The gap between HOMO and LUMO (spin up / spin down) is 2.9277 / 4.9609 eV.

# 7
One molecule with the formula C7H10I2N2O4, computed with ωB97M-V with the def2-TZVPD basis set.

```
25
C7H10I2N2O4 (ωB97M-V with the def2-TZVPD basis set)
C 3.25 -0.54 1.47
C 2.44 0.50 0.45
I 3.97 1.57 -0.74
C 1.56 -0.38 -0.66
I 3.03 -1.11 -2.17
O 0.57 0.42 -1.40
C -0.53 -0.40 -1.92
O -0.39 -1.02 -3.11
N -1.87 -0.62 -1.20
C -2.42 0.75 -0.87
C -1.83 1.42 0.51
O -2.80 1.35 1.65
O -1.55 -1.34 -0.11
C -2.79 -2.13 0.18
N -3.56 -2.99 0.81
H 4.26 0.00 1.77
H 2.67 -0.75 2.47
H 3.51 -1.54 0.90
H 1.77 1.23 1.08
H 1.07 -1.26 -0.05
H -3.61 0.73 -0.82
H -2.16 1.45 -1.79
H -1.57 2.56 0.24
H -0.81 0.96 0.88
H -2.21 1.12 2.44
```

For the molar mass, the calculation gives 439.97 g/mol. Its LUMO energy is -0.93 eV. The HOMO energy is -8.443 eV. The calculation puts the energy relative to the best compared isomer or geometry (same formula, charge and spin) at 76.8 kcal/mol. As for the total charge: 0. The gap between HOMO and LUMO is 7.5108 eV.

# 8
One molecule with the formula C6H7P, computed with ωB97M-V with the def2-TZVPD basis set.

```
14
C6H7P (ωB97M-V with the def2-TZVPD basis set)
C 2.59 1.57 0.50
C 1.63 0.83 0.52
C -1.85 0.16 -0.64
C -0.55 0.77 -0.38
C 0.42 0.11 0.27
C 0.55 -1.37 0.48
P -3.06 0.88 0.63
H 3.48 2.04 0.57
H -2.20 0.36 -1.59
H -1.72 -0.97 -0.54
H -0.45 1.83 -0.29
H -0.29 -1.82 -0.03
H 0.42 -1.68 1.48
H 1.39 -1.86 0.10
```

For the molar mass, the calculation gives 110.10 g/mol. Its LUMO energy (spin up / spin down) is -1.17 / -1.25 eV. The HOMO energy (spin up / spin down) is -8.256 / -8.156 eV. The calculation puts the energy relative to the best compared isomer or geometry (same formula, charge and spin) at 116.3 kcal/mol. As for the total charge: 0. The gap between HOMO and LUMO (spin up / spin down) is 7.0880 / 6.9016 eV.

| no. | E_tot (eV) |
| --- | --- |
| 1 | -8609.1247 |
| 2 | -4107.5584 |
| 3 | -7793.3264 |
| 4 | -38593.8092 |
| 5 | -54551.9329 |
| 6 | -136480.2119 |
| 7 | -34782.2261 |
| 8 | -15618.6718 |